1.
Density functional theory data (ωB97M-V/def2-TZVPD) for C50H50F6HfN5P3S2Te as an isolated structure.

The geometry in XYZ format:
```
118
Properties=species:S:1:pos:R:3:forces:R:3
Hf 1.055138 0.412404 -1.496322 1.3 0.4 0.5
C 3.854883 0.010619 -3.192419 -0.1 0.0 -0.1
N 3.126423 1.160255 -2.614565 0.1 0.1 0.0
C 2.713968 2.070977 -3.698454 0.0 0.0 0.0
C 1.701891 1.371457 -4.554883 0.0 0.1 -0.1
C 1.508303 1.749300 -5.873043 0.1 -0.1 0.2
C 0.622321 1.034642 -6.657598 0.0 0.0 0.0
C -0.041081 -0.041358 -6.091307 0.0 0.0 0.1
C 0.189667 -0.338462 -4.762690 0.1 0.0 -0.1
N 1.049475 0.342976 -3.983526 -0.4 0.0 0.0
C 4.068556 1.872655 -1.717757 0.0 0.0 -0.1
C 3.335823 2.622757 -0.657694 0.1 0.1 0.0
C 3.848299 3.793966 -0.121471 0.0 -0.2 -0.1
C 3.158629 4.435472 0.891090 -0.1 0.0 0.1
C 1.962427 3.885926 1.324922 0.0 -0.1 -0.1
C 1.518991 2.720300 0.733432 -0.1 0.2 0.2
N 2.187412 2.074857 -0.232300 0.0 0.0 0.0
C 4.089068 -0.994867 -2.108007 0.0 0.1 -0.1
C 5.132133 -1.900416 -2.195762 0.0 0.1 0.0
C 5.378157 -2.750978 -1.132840 -0.1 0.0 0.0
C 4.585623 -2.624545 -0.002712 -0.1 0.1 0.0
C 3.557150 -1.702725 -0.007773 0.1 0.0 0.2
N 3.263006 -0.905450 -1.047263 0.0 -0.1 -0.1
H 4.806926 0.348175 -3.616716 0.0 -0.1 0.0
H 3.275263 -0.429740 -4.004926 0.1 0.0 0.0
H 3.584497 2.357258 -4.301393 -0.1 0.0 0.0
H 2.292728 2.978687 -3.260261 0.0 -0.1 0.0
H 2.068544 2.579708 -6.278575 0.0 0.0 0.0
H 0.461778 1.299593 -7.693621 0.0 0.0 0.0
H -0.731667 -0.643985 -6.662504 0.0 0.0 0.0
H -0.343397 -1.156429 -4.301882 0.0 0.0 0.0
H 4.712103 2.537387 -2.302641 0.0 0.0 0.0
H 4.722126 1.140469 -1.238983 0.0 0.0 0.0
H 4.774975 4.195511 -0.504160 0.1 0.0 0.0
H 3.538839 5.350417 1.323402 0.0 0.0 0.0
H 1.371728 4.349462 2.100287 0.0 0.0 0.0
H 0.588041 2.278410 1.046513 0.0 0.0 0.0
H 5.754448 -1.914982 -3.079389 0.0 0.0 0.0
H 6.185066 -3.468661 -1.169545 0.0 0.0 0.0
H 4.755945 -3.221460 0.880477 0.0 0.0 0.0
H 2.958450 -1.595317 0.881320 0.0 0.0 0.0
C -4.193057 0.696854 6.167220 0.0 0.0 0.1
S -4.369652 0.048651 4.494427 0.0 -0.1 -0.1
C -3.273492 1.144658 3.575244 0.0 0.1 0.0
C -1.784997 0.945946 3.851928 0.0 -0.1 -0.1
C -0.881991 1.414059 2.713461 0.0 -0.1 -0.1
N -0.659029 0.451703 1.585871 0.1 0.1 0.1
P 0.758634 -0.513619 1.380100 -0.1 -0.1 -0.2
C 1.906763 -0.069911 2.724567 -0.2 -0.1 0.2
C 3.111937 0.584736 2.476049 0.0 0.0 -0.1
C 3.973111 0.902870 3.515384 0.0 0.0 0.0
C 3.634330 0.579165 4.819583 0.1 0.0 0.0
C 2.442470 -0.079467 5.083808 0.0 0.0 0.0
C 1.590328 -0.411758 4.045019 0.0 0.0 0.0
C 0.307708 -2.240012 1.792085 -0.1 0.1 0.3
C 0.985198 -3.324880 1.239666 0.2 0.0 -0.1
C 0.706091 -4.624665 1.632377 0.0 0.0 0.0
C -0.269336 -4.868690 2.585268 0.0 0.0 0.0
C -0.965793 -3.803547 3.137530 0.0 -0.1 0.0
C -0.675139 -2.508529 2.748397 0.0 0.0 -0.1
P -1.395248 0.539054 0.040361 -0.1 -0.2 -0.5
C -2.388949 2.048879 -0.055459 -0.1 0.0 0.1
C -1.814632 3.284423 -0.366074 0.1 0.0 0.0
C -2.594233 4.427993 -0.414605 0.0 0.0 0.0
C -3.958324 4.353720 -0.169399 0.0 0.0 0.0
C -4.543824 3.130540 0.111798 0.0 0.0 0.0
C -3.768267 1.985189 0.163894 0.0 0.0 0.1
C -2.654446 -0.777098 -0.004823 -0.1 0.1 0.3
C -3.212742 -1.228576 -1.198635 0.1 0.0 -0.1
C -4.297419 -2.089399 -1.187657 0.0 0.0 0.0
C -4.839575 -2.518800 0.014591 0.0 0.0 0.0
C -4.275582 -2.102684 1.212007 0.0 0.0 0.0
C -3.192914 -1.236152 1.199371 0.0 0.0 -0.2
H -4.775842 0.056466 6.825738 0.0 0.0 -0.1
H -4.586044 1.709583 6.228229 0.0 0.0 0.0
H -3.159356 0.671072 6.504587 0.0 0.0 0.0
H -3.550149 2.190814 3.725137 0.0 0.0 0.1
H -3.498541 0.936439 2.531738 0.0 0.0 0.0
H -1.585488 -0.102471 4.067496 0.0 0.0 0.1
H -1.511983 1.482378 4.762311 0.1 0.1 0.0
H 0.111490 1.655608 3.093215 0.0 0.0 0.1
H -1.289514 2.328076 2.270200 0.0 0.0 0.0
H 3.395528 0.834825 1.462066 0.0 0.0 0.0
H 4.909656 1.399606 3.305887 0.0 0.0 0.0
H 4.303510 0.831406 5.630569 0.0 0.0 0.0
H 2.182439 -0.344458 6.098191 0.0 0.0 0.0
H 0.680589 -0.947187 4.271245 -0.1 0.0 0.0
H 1.749391 -3.178743 0.487511 -0.1 0.0 0.0
H 1.248306 -5.447791 1.188072 0.0 0.0 0.0
H -0.484459 -5.879952 2.897351 0.0 -0.1 0.0
H -1.732246 -3.980219 3.878527 0.0 0.0 0.0
H -1.237599 -1.706014 3.189778 0.0 0.1 0.1
H -0.764228 3.364189 -0.605932 0.0 0.0 0.0
H -2.137877 5.376574 -0.657613 0.0 0.1 0.0
H -4.565408 5.245681 -0.212829 0.0 0.1 0.0
H -5.608132 3.065277 0.285558 0.0 0.0 0.0
H -4.251314 1.039650 0.364106 0.0 0.0 0.0
H -2.789069 -0.935717 -2.144882 0.0 0.1 -0.1
H -4.721233 -2.426180 -2.123607 0.0 0.0 0.0
H -5.697387 -3.176761 0.020286 0.0 0.0 0.0
H -4.687093 -2.429578 2.157361 0.0 0.0 0.0
H -2.780023 -0.908841 2.137194 0.0 0.0 0.1
Te 0.880788 -2.480110 -2.292962 0.0 -0.6 -0.1
C -0.644646 -3.749727 -1.935759 -0.3 -0.2 0.3
C -1.497964 -3.828725 -0.832411 0.1 0.0 -0.1
C -2.292766 -4.974980 -0.846225 0.0 0.1 0.0
C -2.058374 -5.763878 -1.950605 0.0 0.1 0.0
S -0.860251 -5.131484 -2.959397 0.2 0.0 -0.2
H -1.497390 -3.096618 -0.041528 -0.1 0.0 0.1
H -3.009842 -5.227735 -0.082406 0.0 0.0 0.1
H -2.554918 -6.685313 -2.207058 0.0 -0.1 0.0
F 0.420876 2.113900 -2.085561 -0.3 0.1 -0.1
P -2.703489 1.465321 -4.009799 0.0 0.1 0.0
F -1.641998 0.692496 -3.027724 -0.3 0.2 -0.2
F -3.004370 0.096331 -4.673852 0.2 0.1 0.1
F -3.680343 2.184349 -4.988905 0.0 0.1 0.0
F -1.538608 2.383731 -4.457297 -0.1 -0.2 0.1
F -3.535212 1.853797 -2.777818 0.1 -0.1 -0.2
```
Forces are in eV/Å.

The value obtained for the HOMO-LUMO gap (alpha / beta) is 6.158 / 4.471 eV. The LUMO energy (alpha / beta) is -7.96 / -9.64 eV. For the relative energy (zero: lowest compared OMol25 entry of this formula, charge and spin), the calculation gives 0.0 kJ/mol. As for the spin multiplicity: 2. As for the charge: +3.

Atom charges from the Löwdin analysis, given in e for atoms 1 to 8: 1.42, -0.11, -0.24, -0.11, -0.26, 0.03, 0.01, -0.02

=====

2.
Density functional theory data (ωB97M-V/def2-TZVPD) for C50H50Ge2IrN4O4P2 as an isolated structure.

The geometry in XYZ format:
```
113
Properties=species:S:1:pos:R:3:forces:R:3
Ir 0.863021 0.662965 -0.343874 0.4 -1.3 -0.8
C -1.445480 -2.119847 -3.361636 -0.4 -0.2 0.2
N -0.840202 -1.550940 -2.114019 0.0 -0.8 0.8
P -0.722867 -2.666789 -0.862521 1.0 0.8 -1.3
C -2.116982 -3.770646 -0.843313 0.1 0.5 0.6
C -3.279601 -3.372723 -0.175443 -0.2 0.1 0.1
C -4.376988 -4.214547 -0.149444 0.0 0.1 0.0
C -4.313923 -5.451717 -0.779650 0.0 0.0 0.0
C -3.154348 -5.857514 -1.430060 0.0 0.1 -0.1
C -2.049764 -5.024838 -1.461492 0.3 -0.3 0.0
C 0.818389 -3.532319 -0.961477 -0.6 0.4 0.4
C 1.848908 -3.072478 -1.786996 0.3 0.2 -0.2
C 3.089475 -3.684934 -1.741453 -0.2 0.1 -0.1
C 3.311480 -4.742375 -0.864624 0.0 0.0 0.0
C 2.290728 -5.198576 -0.037824 -0.2 -0.1 0.1
C 1.044661 -4.597149 -0.079948 0.1 -0.3 0.3
P -0.490079 0.113276 -2.092963 -0.1 1.9 0.7
C -2.066899 0.964913 -2.056787 -0.3 -0.3 -0.6
C -2.234273 2.213391 -2.662212 -0.1 -0.1 0.0
C -3.481617 2.812849 -2.665492 0.0 0.0 0.1
C -4.558504 2.186590 -2.050882 0.0 0.0 0.0
C -4.389403 0.960827 -1.419387 0.0 0.0 0.0
C -3.147320 0.347332 -1.424432 0.0 0.1 -0.1
C 0.330351 0.434495 -3.657730 -0.2 -0.2 -0.2
C -0.392063 0.803995 -4.797278 0.1 -0.1 0.0
C 0.258561 0.950565 -6.011709 0.0 0.0 0.0
C 1.624708 0.721305 -6.101273 0.0 0.0 0.0
C 2.346557 0.336907 -4.978243 0.0 0.0 0.0
C 1.702496 0.193532 -3.760756 0.0 0.0 0.0
H -2.532745 -2.061646 -3.321705 0.0 0.0 0.0
H -1.141551 -3.159805 -3.462544 0.0 0.0 0.0
H -1.074200 -1.582918 -4.228084 0.1 0.1 0.0
H -3.316133 -2.420017 0.341247 0.0 0.0 0.0
H -5.276670 -3.916213 0.370069 0.0 0.0 0.0
H -5.172032 -6.109511 -0.755895 0.0 0.0 0.0
H -3.111930 -6.824809 -1.910529 0.0 0.0 0.0
H -1.144500 -5.346699 -1.961398 0.0 0.0 0.0
H 1.666881 -2.265713 -2.485655 0.0 0.0 0.0
H 3.879987 -3.358650 -2.404070 0.0 0.0 0.0
H 4.279480 -5.224535 -0.837883 0.0 0.0 0.0
H 2.465489 -6.029896 0.631339 0.0 0.0 0.0
H 0.249965 -4.952782 0.564708 0.0 0.0 0.0
H -1.406487 2.697472 -3.164601 0.0 0.0 0.0
H -3.617545 3.766478 -3.156885 0.0 0.0 0.0
H -5.534699 2.652380 -2.068925 0.0 0.0 0.0
H -5.231257 0.471673 -0.948355 0.0 0.0 0.0
H -3.028764 -0.626117 -0.963526 0.0 0.0 0.0
H -1.460570 0.961286 -4.743417 0.0 0.0 0.0
H -0.302138 1.232908 -6.892250 0.0 0.0 0.0
H 2.126968 0.834011 -7.052499 0.0 0.0 0.0
H 3.409054 0.149188 -5.055236 0.0 0.0 0.0
H 2.267126 -0.118275 -2.889684 0.0 0.1 0.0
O 2.756505 0.090652 0.295878 0.3 -0.4 1.3
C 2.976186 -0.906731 1.032060 0.5 1.1 -0.9
C 2.041916 -1.684349 1.754310 -0.6 -0.3 0.3
C 2.587894 -2.603166 2.681147 -0.1 0.1 -0.1
C 1.754099 -3.350793 3.457005 -0.1 0.1 -0.1
C 0.364465 -3.250580 3.348024 0.0 0.0 0.1
C -0.186997 -2.393438 2.429336 0.2 0.0 0.1
C 0.628451 -1.593297 1.611667 0.5 -0.7 0.7
O 0.024080 -0.872631 0.691957 -0.7 -0.6 -1.1
N 2.335661 -4.296206 4.430542 0.0 0.0 0.0
O 1.559786 -4.876321 5.150462 -0.1 -0.1 0.1
O 3.538769 -4.408529 4.424472 0.1 0.0 0.0
H 4.030278 -1.177729 1.138387 0.0 -0.1 -0.1
H 3.659288 -2.714077 2.793247 0.0 0.0 0.0
H -0.255148 -3.857572 3.994810 0.0 0.0 0.0
H -1.260917 -2.294054 2.340835 -0.1 0.0 0.0
N 2.080160 4.193822 -2.238775 -0.1 0.1 0.0
C 3.281886 3.534482 -2.274021 0.1 -0.1 0.0
C 3.061427 2.329282 -1.691148 0.1 0.1 0.0
N 1.738586 2.259412 -1.304440 -0.3 0.0 0.2
C 1.172812 3.406148 -1.651538 0.0 -0.1 0.0
H 1.901552 5.123122 -2.589548 0.0 0.0 0.0
H 4.168490 3.971687 -2.695949 0.0 0.0 0.0
H 3.750340 1.525596 -1.510056 0.0 0.0 0.0
H 0.144776 3.681332 -1.479162 0.0 0.0 0.0
C 3.370899 1.149987 3.497533 0.0 0.1 0.1
Ge 2.328884 2.653709 2.804100 -0.4 0.1 0.0
C 3.420242 3.656420 1.528918 0.0 -0.1 0.0
C 1.535752 3.740100 4.237746 0.3 0.0 0.0
Ge 0.111416 2.044868 1.784989 0.0 0.2 -0.4
C -0.796535 3.585770 1.009572 0.2 0.0 0.1
C -2.082565 3.565733 0.469787 0.0 0.0 0.1
C -2.697436 4.747918 0.080539 0.0 0.0 0.0
C -2.035819 5.960725 0.204386 0.0 0.0 0.0
C -0.747456 5.995206 0.720524 0.0 0.0 0.0
C -0.135712 4.817003 1.115051 0.0 -0.1 0.1
C -1.044254 1.004760 2.941001 0.2 -0.1 0.0
C -0.453874 0.491198 4.099026 0.0 0.0 0.0
C -1.212667 -0.154792 5.065085 0.0 0.0 0.0
C -2.573457 -0.325008 4.865175 0.0 0.0 0.0
C -3.172924 0.161330 3.706852 0.0 0.0 0.1
C -2.417271 0.828811 2.758025 0.0 0.0 -0.1
H 3.942930 1.511527 4.353601 0.0 0.0 0.0
H 4.090025 0.820255 2.749172 0.0 0.0 0.0
H 2.776232 0.304722 3.835429 0.0 0.0 0.0
H 4.151652 4.257166 2.069948 0.0 0.0 0.1
H 2.835058 4.325134 0.900924 0.0 0.0 0.0
H 3.966494 2.961092 0.894235 0.0 0.0 0.0
H 2.352737 4.250451 4.750306 0.0 0.0 0.1
H 1.020423 3.110580 4.961090 0.0 0.0 0.0
H 0.843480 4.494247 3.869086 0.0 0.0 0.0
H -2.625055 2.635865 0.363521 0.0 0.0 0.0
H -3.706790 4.726492 -0.304937 0.0 0.0 0.0
H -2.528195 6.879627 -0.083693 0.0 0.0 0.0
H -0.233640 6.939593 0.839936 0.0 0.0 0.0
H 0.857138 4.873143 1.542194 0.0 0.0 0.0
H 0.611486 0.606197 4.268831 0.0 0.0 0.0
H -0.744578 -0.519135 5.969637 0.0 0.0 0.0
H -3.173332 -0.821300 5.615821 0.0 0.0 0.0
H -4.238337 0.042742 3.563383 0.0 0.0 0.0
H -2.912053 1.228444 1.882399 0.0 0.0 0.0
```
Forces are in eV/Å.

The value obtained for the HOMO-LUMO gap (alpha / beta) is 3.971 / 3.971 eV. The LUMO energy (alpha / beta) is -10.98 / -10.99 eV. For the relative energy (zero: lowest compared OMol25 entry of this formula, charge and spin), the calculation gives 389.6 kJ/mol. As for the charge: +3.

Atom charges from the Löwdin analysis, given in e for atoms 1 to 8: 0.89, -0.05, -0.42, 1.21, -0.34, -0.08, -0.03, -0.01

=====

> What is the charge in the second record?

+3

=====

> Which of these has the highest relative energy (zero: lowest compared OMol25 entry of this formula, charge and spin)?

C50H50Ge2IrN4O4P2

=====

> Look up the relative energy (zero: lowest compared OMol25 entry of this formula, charge and spin) of the second one.

389.6 kJ/mol